The following is a DFT calculation (ωB97M-V/def2-TZVPD) of a structure of composition C35H27Br2N5O2Ru in a non-equilibrium geometry.

Structure (XYZ):
```
72
Properties=species:S:1:pos:R:3:forces:R:3
Ru 0.309 0.081 -0.063 0.94 -0.14 -0.37
Br 5.412 0.480 -0.864 0.00 0.02 -0.02
Br 4.558 5.953 0.152 -0.01 0.00 0.00
O 1.107 -2.039 -1.087 -0.21 -0.11 0.03
O 2.307 0.402 -0.605 -0.37 0.27 0.17
N 0.814 -0.915 1.643 0.06 -0.26 0.24
N -2.165 -1.272 -0.812 0.29 0.06 0.21
N 0.727 2.304 0.239 -0.28 0.11 0.01
N -1.218 -1.212 0.118 -0.22 -0.07 -0.06
N -0.869 0.478 -1.724 -0.25 -0.10 0.09
C -0.172 3.216 0.564 0.00 -0.08 0.06
C 4.344 -1.548 2.547 0.05 0.00 0.03
C 2.018 2.656 0.004 -0.27 0.06 0.02
C -1.879 -3.325 1.200 -0.15 -0.17 0.01
C 1.955 -4.492 -0.093 -0.04 -0.05 0.04
C 2.135 -2.497 -1.562 0.17 0.07 0.05
C 2.475 3.975 0.151 -0.22 0.04 0.09
C 3.797 -6.008 0.198 0.00 0.00 0.00
C 4.032 -4.105 -1.251 0.08 0.01 -0.02
C 2.111 -0.746 2.175 -0.13 -0.05 -0.14
C -1.064 -2.224 1.064 -0.07 0.36 -0.29
C -0.532 -4.052 3.085 -0.06 -0.06 0.00
C 3.854 4.213 -0.032 0.13 0.06 -0.01
C -2.898 -0.208 -2.821 -0.11 -0.05 -0.04
C 0.200 4.570 0.677 -0.02 0.09 0.04
C -2.681 0.732 -3.796 -0.06 -0.01 -0.07
C -1.582 2.759 0.807 0.06 0.11 -0.09
C 0.059 -2.042 1.905 0.25 0.31 0.13
C 4.717 -0.294 3.019 0.00 0.00 -0.02
C 2.488 0.517 2.630 -0.04 0.02 0.04
C 2.724 -3.725 -0.967 0.00 0.02 -0.08
C 0.296 -2.958 2.941 0.09 0.11 -0.03
C 3.785 0.736 3.063 0.00 -0.01 0.00
C 2.487 -5.633 0.484 0.00 0.05 -0.01
C -1.603 -4.240 2.213 -0.04 -0.02 -0.03
C 2.855 1.580 -0.391 0.03 -0.23 -0.04
C -0.675 1.393 -2.687 0.03 -0.08 0.07
C 4.569 -5.241 -0.664 0.04 -0.04 0.03
C 2.810 -1.844 -2.727 0.07 -0.04 -0.02
C 4.693 3.179 -0.329 0.07 -0.09 -0.01
C 3.047 -1.782 2.129 -0.06 -0.10 -0.06
C -1.547 1.551 -3.736 -0.01 0.03 -0.04
C 4.198 1.871 -0.501 0.12 -0.10 -0.05
C -1.974 -0.338 -1.773 0.12 0.06 0.01
C 1.502 4.942 0.485 0.00 0.05 0.01
H 1.114 -2.795 3.628 0.03 0.02 -0.01
H 0.216 1.999 -2.596 0.04 0.01 0.04
H -2.244 -5.105 2.333 0.02 0.03 -0.01
H 0.937 -4.184 0.122 0.03 -0.03 -0.03
H 4.070 1.714 3.428 0.00 -0.01 0.00
H 4.644 -3.507 -1.916 -0.04 -0.06 0.01
H -2.138 3.479 1.408 0.05 -0.03 -0.02
H -2.111 2.636 -0.143 0.03 0.01 0.04
H -1.348 2.298 -4.491 -0.01 -0.03 0.02
H -1.590 1.799 1.323 -0.01 -0.07 0.04
H 3.771 -1.428 -2.414 -0.05 -0.03 0.00
H 4.214 -6.903 0.642 -0.02 0.05 0.00
H 1.750 1.308 2.652 0.00 0.04 0.01
H 2.764 -2.741 1.708 0.04 0.08 0.08
H 5.753 3.360 -0.442 -0.01 -0.04 -0.01
H 2.193 -1.033 -3.102 -0.04 0.00 0.00
H 5.736 -0.117 3.339 -0.04 -0.01 0.00
H 1.797 5.979 0.592 0.00 -0.05 0.00
H 5.590 -5.530 -0.881 -0.04 0.01 0.01
H -3.759 -0.863 -2.821 0.05 0.05 -0.03
H 2.997 -2.581 -3.511 0.01 0.04 -0.01
H 1.884 -6.231 1.156 0.02 0.00 -0.02
H -0.352 -4.759 3.885 -0.02 0.02 -0.04
H 5.076 -2.345 2.490 -0.04 0.04 0.00
H -0.551 5.305 0.936 0.03 -0.04 -0.01
H -3.385 0.841 -4.612 0.02 -0.01 0.05
H -2.711 -3.454 0.522 0.00 -0.03 0.04
```
Forces are in eV/Å.

Its total charge is +1. Its spin multiplicity is 6. The calculation puts the relative energy (zero: lowest compared OMol25 entry of this formula, charge and spin) at 4.9 kJ/mol. Its expectation value of S² is 8.80. Its total energy is -7016.90611 a.u. The calculation puts the HOMO energy (alpha / beta) at -9.53 / -10.49 eV. The orbital gap (alpha / beta) is 6.8 / 5.5 eV.